(1)
Molecular formula: C21H57ClN3NaO13
Method: DFT, wB97M-V/def2-TZVPD

Each line ends with the Löwdin charge.
Element x y z (Å)
C 7.16187 0.58158 2.38278  -0.236
O 1.33382 -3.01309 2.04916  -0.123
C 2.90799 1.98777 2.28040  -0.223
O -0.17689 0.41195 1.54780  -0.331
H 1.72379 -4.98300 1.82845  0.078
O 0.88848 1.16463 -0.42931  -0.358
H -0.02263 0.95604 6.01591  0.094
H 1.41048 -0.46287 7.69261  0.085
H 0.62743 -2.03374 7.88266  0.086
H 4.04992 3.70350 1.56040  0.110
H 7.67317 1.20144 1.64004  0.122
H -2.88324 -1.23989 4.66770  0.102
O 2.99157 2.33644 3.65644  -0.195
H -1.89996 -3.64043 -1.58847  0.076
H -0.81107 0.62186 -3.21454  0.075
N -2.79612 -0.23310 4.54232  -0.032
H -3.63263 0.93528 2.91182  0.099
H -5.27679 0.40827 -10.39118  0.086
H 9.28896 -0.44603 3.76144  0.086
H -5.27855 -1.09198 3.57461  0.127
C 4.15663 2.61985 1.62471  -0.203
O 7.68824 0.81541 3.66795  -0.198
H 7.35677 -0.47496 2.14548  0.119
H 0.82922 -2.29649 1.65702  0.035
H -2.59249 -1.20158 -7.13580  0.110
H 9.35539 0.98849 4.80289  0.085
O -3.52776 1.32510 -9.67692  -0.188
H 0.08461 -0.86228 -3.33916  0.082
C 2.02098 1.64730 4.43029  -0.103
O -0.20272 0.09544 -5.16956  -0.152
H -3.01862 -3.44025 -2.97995  0.080
H 5.17831 0.45820 3.28509  0.123
H -2.27063 0.00454 -5.02177  0.126
O -3.90215 -2.42253 2.99112  -0.193
C -0.01458 0.13318 -3.79195  -0.140
H 4.28614 2.23573 0.60816  0.113
H -2.84450 -3.80305 1.97753  0.091
C -1.47821 0.22148 -9.12184  -0.195
H -3.38221 -0.76243 -9.12628  0.110
C 0.88684 -4.29575 1.70885  -0.174
H -0.00467 -4.55972 2.28816  0.071
H -1.48665 -1.51496 -4.95621  0.108
C -1.34645 0.01491 4.58995  -0.199
H -1.05474 1.01035 -9.74710  0.110
H -3.10720 -2.23176 1.08208  0.083
H -0.81350 -0.81625 4.11745  0.121
C -2.32748 -2.93833 -2.30487  -0.139
H -2.34300 0.94851 -7.53547  0.096
H -1.71589 2.34499 1.59339  0.055
C 0.46575 -1.00124 7.56621  -0.132
C -2.90563 0.05019 -9.68628  -0.242
H -3.09617 3.12734 2.32066  0.089
C 9.06753 0.62557 3.81713  -0.122
H -0.93521 -0.69297 -9.35773  0.110
C -2.62860 2.90037 1.36376  -0.146
H 0.60862 -4.36490 0.64825  0.074
H 1.96436 2.30405 1.82700  0.100
C -4.41024 -1.08777 2.91496  -0.206
C -1.42802 -0.54409 -5.46509  -0.241
H 1.00835 1.99067 4.20228  0.076
H 5.11574 2.45366 3.29732  0.090
H 0.90258 0.60327 -3.42740  0.088
H -1.48573 0.59714 6.76599  0.124
O -0.09768 -1.00670 6.28224  -0.188
H -2.87500 -0.31609 -10.71680  0.120
H 2.91832 0.89909 2.16359  0.114
O -3.11283 -1.87690 -1.72414  -0.135
N 5.39109 2.28827 2.33135  -0.056
H -3.22689 2.14640 0.84978  0.080
H -1.51667 -2.49502 -2.88419  0.047
H -2.49544 -0.20366 2.46974  0.086
C -2.89011 -2.71769 2.03645  -0.090
H -5.49117 1.89346 -9.80194  0.085
C -4.74210 1.36683 -10.40266  -0.112
H 5.20589 0.33612 1.50932  0.118
Na -0.65888 3.32517 -1.24218  0.726
C 5.66257 0.81843 2.37564  -0.182
O -1.42321 0.78550 -0.45038  -0.379
O -2.41765 4.03430 0.51395  -0.125
Cl -0.15374 0.32678 0.11935  0.663
N -1.41312 0.54174 -7.65339  -0.015
H -1.16218 0.86889 3.93135  0.096
C -0.82127 0.19513 5.99641  -0.204
O 0.06247 -1.03030 -0.33309  -0.322
H 2.01246 0.56316 4.28715  0.099
H -2.76578 4.81032 0.95719  0.087
H -0.23717 -0.61999 8.31729  0.084
H 2.25199 1.85720 5.47264  0.089
H -2.44083 -1.40820 -1.21019  0.025
H -4.60704 1.77568 -11.39958  0.089
H 9.65064 1.19763 3.08785  0.086
H -4.86477 -0.94709 1.92438  0.123
H -0.85176 -1.52864 -7.16734  0.122
C -1.60602 -0.76663 -6.96280  -0.207
H -1.88390 -2.39686 2.32889  0.074
C -3.33285 -0.08536 3.17278  -0.224

## Properties
Charge   0
Electronic energy   -2598.7288 Ha
Frontier orbital gap   7.32 eV
HOMO level   -8.65 eV

(2)
Molecular formula: C2H8N2
Method: DFT, wB97M-V/def2-TZVPD

Each line ends with the Löwdin charge.
Element x y z (Å)
H -0.78970 4.25637 1.41606  0.010
N 1.43968 -3.09506 0.30316  0.077
H 0.28314 -3.49003 -2.54546  0.026
N 0.10870 -3.56788 -1.54422  0.033
C -1.65561 4.72544 0.95811  -0.051
H -2.36049 4.85714 1.77119  0.013
C 1.25151 -3.50005 -0.97372  -0.428
H 2.26359 -3.42394 0.76905  0.086
H 0.70114 -2.51571 0.66165  0.095
H 2.12528 -3.94237 -1.46958  0.111
H -1.99091 4.04284 0.17880  0.015
H -1.37632 5.65326 0.47493  0.012

## Properties
Charge   0
Electronic energy   -190.4825 Ha
Frontier orbital gap   10.08 eV
HOMO level   -9.04 eV

(3)
Molecular formula: H14O6S
Method: DFT, wB97M-V/def2-TZVPD

Each line ends with the Löwdin charge.
Element x y z (Å)
O -1.63565 1.21693 3.38276  -0.057
H -2.13106 -1.30331 0.57976  0.055
H -0.44252 -1.35301 -1.24200  -0.017
O -1.86999 2.01752 -0.71085  -0.073
H -1.48056 2.75719 -0.22152  0.040
O 1.15995 -0.63417 -0.63562  -0.048
H -0.96796 -2.39463 -2.14936  0.049
H 4.85488 -2.57127 -2.89108  -0.228
S 4.31469 -2.09978 -4.02078  0.464
O -1.27658 -1.80442 -1.44319  -0.078
H -1.17506 1.31591 -0.72694  0.034
H -2.04737 0.73473 2.64483  0.002
H 1.62861 0.18795 -0.83092  0.054
H -2.73279 0.17639 0.73469  0.058
O 0.96161 1.62750 1.36709  -0.068
H 1.63650 1.74610 2.07168  0.068
H 1.04779 -0.37069 0.27210  0.015
H 0.21736 1.49784 1.98332  0.020
H 3.80553 -1.04520 -3.36298  -0.236
O -2.01711 -0.43071 1.02802  -0.089
H -1.85025 0.72912 4.17101  0.033

## Properties
Charge   0
Electronic energy   -858.0113 Ha
Frontier orbital gap   10.14 eV
HOMO level   -9.81 eV

(4)
Molecular formula: C5H13N2
Method: DFT, wB97M-V/def2-TZVPD

Each line ends with the Löwdin charge.
Element x y z (Å)
C 0.72319 2.77161 -0.80026  -0.161
H -1.50683 -0.88005 2.83977  0.034
N -1.02050 -1.80306 2.81546  -0.023
C -0.52794 -1.17104 0.51943  -0.170
H -0.48281 2.03366 -3.00506  0.076
H -0.28927 -1.18796 -1.60394  0.075
H 0.57560 0.53457 -3.20955  0.067
H 0.51690 -2.70314 1.62907  0.094
H -0.34671 -1.79673 3.62756  0.034
C 0.40983 1.48375 -2.69192  -0.093
C -0.24480 -1.94460 1.56065  -0.225
H 0.90037 -0.19606 -0.67953  0.050
C 0.32599 -1.11793 -0.70290  -0.095
H 0.55023 2.22158 0.12894  0.069
H -1.74040 -2.52963 3.00714  0.039
H 1.01827 -1.95889 -0.77650  0.084
N 1.22811 1.88296 -1.82083  -0.086
H 1.46707 3.51658 -0.49678  0.072
H -0.21188 3.31350 -0.99451  0.074
H -1.34442 -0.46914 0.65376  0.087

## Properties
Charge   0
Electronic energy   -307.6219 Ha
Frontier orbital gap (alpha / beta)   4.41 / 10.54 eV
2S+1   2
HOMO level (alpha / beta)   -3.65 / -9.83 eV
⟨S²⟩   0.7505

(5)
Molecular formula: C4H4Br12
Method: DFT, wB97M-V/def2-TZVPD

Each line ends with the Löwdin charge.
Element x y z (Å)
C -0.08131 -1.77550 -2.45098  -1.528
H -0.24934 -1.06322 -1.64319  -0.151
Br 0.12316 3.16009 1.40673  0.499
H 3.91474 0.70337 0.19374  -0.059
Br 3.42701 3.16798 0.38633  0.462
C -0.24148 1.51512 0.40797  -1.531
H -4.13475 -2.12898 2.18252  -0.021
Br 6.29448 1.68971 0.77858  0.523
Br 3.78114 1.02494 2.69983  0.505
H -1.01321 0.97591 0.95732  -0.107
C 4.33960 1.44674 0.86828  -1.511
Br -5.92729 -0.92327 0.64594  0.541
Br 0.05739 -3.64423 -1.59666  0.185
Br -3.11924 -2.01520 -0.13597  0.502
C -4.22100 -1.36496 1.40989  -1.512
Br -0.91157 2.03586 -1.42345  0.518
Br 1.15520 0.26612 0.25494  0.657
Br 1.73164 -1.47133 -3.34422  0.201
Br -3.41248 0.26614 2.21024  0.526
Br -1.51265 -1.86524 -3.80793  0.300

## Properties
Charge   -1
Electronic energy   -31042.9355 Ha
Frontier orbital gap (alpha / beta)   2.85 / 7.19 eV
2S+1   2
HOMO level (alpha / beta)   -1.21 / -5.55 eV
⟨S²⟩   0.7545

(6)
Molecular formula: C8H11NO4P
Method: DFT, wB97M-V/def2-TZVPD

Each line ends with the Löwdin charge.
Element x y z (Å)
H 0.22872 -0.37514 -1.94955  0.033
N -0.89684 -2.52364 -1.94497  -0.136
C 1.90240 -2.33941 -1.60944  -0.342
H 0.04217 3.03366 3.43937  0.143
H -1.89132 0.30830 -0.37717  0.125
O 1.46213 1.03014 2.45046  0.114
C -0.23914 0.59810 0.93449  -0.235
H 1.71647 -3.02743 -0.78553  0.095
O 0.55856 -0.37996 0.47536  0.023
H -0.94096 -2.50817 -0.92611  0.063
H -3.19867 3.73251 2.08735  0.130
C -0.40363 2.47090 2.63176  0.086
C -1.62230 2.75378 2.14112  -0.230
H -0.74261 -3.49254 -2.21803  0.073
H 3.63551 -2.25954 -2.88773  0.087
H 0.54310 -1.65836 -3.76749  0.045
H 1.36152 -0.33237 1.03811  0.119
C -2.23108 1.95762 1.01620  -0.303
C 0.35737 1.37629 2.07247  -0.314
P 0.48091 -1.67371 -2.37038  0.925
H 3.84204 -1.53357 -1.19799  0.088
C -1.44754 0.86445 0.43895  0.071
C 3.19306 -2.01252 -1.92555  0.061
O -2.36993 3.73831 2.60269  0.141
O -3.33996 2.25232 0.63162  0.138

## Properties
Charge   +1
Electronic energy   -1008.1561 Ha
Frontier orbital gap   7.02 eV
HOMO level   -12.40 eV

Question: Which of these has the highest charge?
Answer: C8H11NO4P